Entry from OMol25: a 2-piece molecular cluster, C3H11N3S overall in a non-equilibrium geometry (wB97M-V/def2-TZVPD).

Geometry as XYZ:
```
18
C3H11N3S wB97M-V/def2-TZVPD
N 0.204 -0.773 1.331
C 1.100 -0.148 1.997
N 1.137 1.254 2.018
N 2.125 -0.761 2.676
H 0.182 -1.778 1.532
H 1.498 1.631 1.148
H 0.209 1.627 2.152
H 2.926 -0.204 2.911
H 2.219 -1.735 2.453
C -1.817 -0.579 -2.426
C -0.903 0.628 -2.302
S -1.055 1.440 -0.681
H -2.856 -0.269 -2.302
H -1.605 -1.315 -1.652
H -1.724 -1.074 -3.395
H -1.156 1.392 -3.031
H 0.122 0.316 -2.479
H -0.607 0.347 0.051
```

Properties
relative energy (zero: lowest compared OMol25 entry of this formula, charge and spin): 30.1 kJ/mol
SMILES: N=C(N)N.CCS
HOMO-LUMO gap: 0.3365 Eh
total charge: 0
M: 121.209 g/mol
spin multiplicity: 1
E_LUMO: 0.779 eV

Entry from OMol25: a 2-piece molecular cluster, C4H10NO overall (wB97M-V/def2-TZVPD).

Geometry as XYZ:
```
16
C4H10NO wB97M-V/def2-TZVPD
C -1.885 -2.298 0.270
C 0.229 -1.071 0.168
N -0.418 -2.161 0.276
H -2.219 -2.371 1.301
H -2.131 -3.215 -0.258
H -2.309 -1.441 -0.246
H -0.294 -0.149 -0.033
H 1.307 -1.103 0.230
H 0.113 -3.010 0.457
C 1.026 1.687 -1.450
C 1.189 2.019 -0.182
O 0.137 2.002 0.689
H 1.896 1.714 -2.091
H 0.046 1.509 -1.874
H 2.154 2.212 0.270
H 0.365 2.477 1.499
```

Properties
relative energy (zero: lowest compared OMol25 entry of this formula, charge and spin): 170.2 kJ/mol
HOMO-LUMO gap: 0.2923 Eh
total charge: +1
M: 88.130 g/mol
spin multiplicity: 1
E_LUMO: -4.871 eV

Entry from OMol25: a 2-piece molecular cluster, C3H8N2O overall in a non-equilibrium geometry (wB97M-V/def2-TZVPD).

Geometry as XYZ:
```
14
C3H8N2O wB97M-V/def2-TZVPD
H 2.159 0.638 3.321
N 1.971 1.176 2.474
C 0.943 0.693 1.882
N 0.558 1.184 0.656
H 0.390 -0.150 2.278
H 0.561 0.508 -0.103
H 1.178 1.935 0.388
C -2.271 -0.830 -1.942
C -0.952 -1.404 -1.505
O 0.043 -0.732 -1.461
H -2.642 -0.120 -1.199
H -3.063 -1.554 -2.144
H -2.083 -0.289 -2.876
H -0.921 -2.506 -1.483
```

Properties
relative energy (zero: lowest compared OMol25 entry of this formula, charge and spin): 168.6 kJ/mol
SMILES: [H]/N=C/N.CC=O
HOMO-LUMO gap: 0.3576 Eh
total charge: 0
M: 88.110 g/mol
spin multiplicity: 1
E_LUMO: 0.588 eV

Entry from OMol25: C3H2Br2 as an isolated structure in a non-equilibrium geometry (wB97M-V/def2-TZVPD).

Geometry as XYZ:
```
7
C3H2Br2 wB97M-V/def2-TZVPD
C 0.537 -0.242 0.130
C -0.700 -0.079 -0.131
C -2.124 0.081 0.267
Br -3.009 1.786 0.018
Br -3.312 -1.439 -0.016
H 1.571 -0.464 -0.161
H -1.134 0.066 -1.081
```

Properties
relative energy (zero: lowest compared OMol25 entry of this formula, charge and spin): 267.4 kJ/mol
HOMO-LUMO gap (alpha / beta): 0.2810 / 0.3107 Eh
total charge: 0
M: 197.857 g/mol
spin multiplicity: 1
E_LUMO (alpha / beta): -0.544 / -0.345 eV

Entry from OMol25: a 2-piece molecular cluster, C27H58NO2 overall in a non-equilibrium geometry (wB97M-V/def2-TZVPD).

Geometry as XYZ:
```
88
C27H58NO2 wB97M-V/def2-TZVPD
C -2.330 2.713 -0.125
C -3.714 2.195 0.266
C -3.598 0.854 1.034
C -4.487 -0.248 0.434
C -3.665 -1.170 -0.478
C -4.558 -2.022 -1.385
C -4.843 -1.430 -2.772
C -3.601 -1.039 -3.554
C -2.650 -2.208 -3.850
C -1.224 -1.878 -3.412
C -0.415 -3.086 -2.930
C -0.594 -3.259 -1.415
C 0.593 -2.700 -0.656
N 0.228 -2.489 0.789
C -0.007 -3.798 1.520
C -1.481 -3.994 1.819
C -1.896 -5.473 2.028
O -0.936 -6.431 1.614
C 1.173 -1.549 1.483
C 0.431 -0.261 1.808
C 1.261 0.711 2.623
C 2.267 1.536 1.813
C 1.674 2.214 0.583
C 2.734 3.042 -0.158
C 2.257 3.323 -1.601
H -2.373 3.649 -0.669
H -1.727 2.857 0.771
H -1.845 1.953 -0.735
H -4.262 2.014 -0.653
H -4.224 2.913 0.897
H -3.868 0.996 2.075
H -2.558 0.535 0.969
H -4.942 -0.853 1.212
H -5.296 0.171 -0.158
H -2.956 -0.556 -1.027
H -3.124 -1.837 0.194
H -4.168 -3.032 -1.505
H -5.518 -2.127 -0.886
H -5.453 -0.533 -2.652
H -5.463 -2.132 -3.321
H -3.920 -0.581 -4.484
H -3.088 -0.256 -3.006
H -3.008 -3.147 -3.434
H -2.626 -2.349 -4.925
H -0.713 -1.387 -4.233
H -1.228 -1.148 -2.601
H 0.632 -2.883 -3.153
H -0.701 -3.988 -3.451
H -0.744 -4.305 -1.166
H -1.467 -2.686 -1.110
H 1.465 -3.336 -0.731
H 0.757 -1.703 -1.057
H -0.673 -2.007 0.757
H 0.391 -4.574 0.884
H 0.580 -3.831 2.425
H -2.120 -3.568 1.055
H -1.703 -3.463 2.740
H -2.131 -5.674 3.062
H -2.817 -5.648 1.473
H -0.792 -6.332 0.660
H 1.997 -1.321 0.817
H 1.599 -1.982 2.377
H 0.042 0.169 0.888
H -0.440 -0.558 2.399
H 1.759 0.194 3.438
H 0.564 1.410 3.076
H 2.606 2.330 2.473
H 3.154 0.960 1.553
H 1.281 1.483 -0.118
H 0.897 2.886 0.940
H 2.950 3.955 0.375
H 3.627 2.425 -0.197
H 2.235 4.390 -1.801
H 2.886 2.841 -2.337
H 1.236 2.980 -1.728
C 7.144 4.278 1.840
C 7.077 5.495 0.924
C 5.656 5.405 0.391
O 4.873 4.796 1.424
C 5.740 4.256 2.427
H 7.918 4.342 2.602
H 7.320 3.376 1.250
H 7.203 6.409 1.508
H 7.826 5.492 0.134
H 5.605 4.769 -0.501
H 5.232 6.379 0.146
H 5.672 4.888 3.318
H 5.405 3.251 2.689
```

Properties
HOMO-LUMO gap: 0.3335 Eh
total charge: +1
M: 428.766 g/mol
spin multiplicity: 1
E_LUMO: -2.131 eV

Entry from OMol25: C38H32N2O5P2RuS as an isolated structure in a non-equilibrium geometry (wB97M-V/def2-TZVPD).

Geometry as XYZ:
```
81
C38H32N2O5P2RuS wB97M-V/def2-TZVPD
Ru -0.231 -0.239 -0.284
O 0.114 -1.329 1.271
P 0.008 -2.866 1.461
C -0.403 -3.679 -0.100
P 0.486 -3.085 -1.574
O 0.567 -1.545 -1.543
C -0.384 -3.700 -2.991
C -1.748 -3.419 -3.133
C -2.430 -3.894 -4.236
C -1.762 -4.642 -5.199
C -0.409 -4.915 -5.066
C 0.286 -4.447 -3.961
C 2.152 -3.713 -1.582
C 3.163 -2.879 -2.061
C 4.462 -3.356 -2.152
C 4.753 -4.657 -1.763
C 3.746 -5.491 -1.292
C 2.445 -5.024 -1.209
C 1.582 -3.452 2.069
C 2.495 -2.555 2.618
C 3.667 -3.028 3.191
C 3.927 -4.389 3.212
C 3.008 -5.287 2.680
C 1.833 -4.823 2.119
C -1.198 -3.307 2.683
C -1.227 -2.545 3.853
C -2.097 -2.891 4.871
C -2.927 -3.996 4.727
C -2.893 -4.756 3.566
C -2.029 -4.414 2.539
H -1.468 -3.480 -0.268
H -0.269 -4.759 -0.019
H -2.263 -2.811 -2.398
H -3.485 -3.684 -4.350
H -2.301 -5.011 -6.061
H 0.107 -5.492 -5.821
H 1.341 -4.663 -3.859
H 2.931 -1.868 -2.371
H 5.246 -2.716 -2.533
H 5.766 -5.027 -1.836
H 3.974 -6.507 -1.001
H 1.662 -5.695 -0.875
H 2.279 -1.494 2.628
H 4.368 -2.332 3.633
H 4.839 -4.758 3.663
H 3.202 -6.350 2.720
H 1.100 -5.536 1.758
H -0.577 -1.685 3.967
H -2.125 -2.306 5.779
H -3.603 -4.268 5.526
H -3.545 -5.612 3.458
H -2.027 -5.003 1.632
O -3.254 -2.234 0.764
C -2.923 -1.205 0.223
O -1.963 -1.153 -0.683
C -3.653 0.087 0.437
C -5.028 0.062 0.564
C -5.748 1.251 0.631
C -5.104 2.480 0.581
C -3.724 2.524 0.501
C -2.991 1.333 0.420
S -1.280 1.514 0.398
H -5.533 -0.894 0.604
H -6.825 1.215 0.729
H -5.674 3.397 0.615
H -3.200 3.471 0.513
N 5.157 -1.565 0.612
C 5.275 -0.240 0.355
O 6.318 0.365 0.443
C 4.019 0.503 -0.048
C 4.180 1.787 -0.563
C 3.060 2.515 -0.921
C 1.813 1.942 -0.750
N 1.651 0.712 -0.246
C 2.739 0.009 0.097
H 5.999 -2.059 0.865
H 4.335 -2.104 0.407
H 5.182 2.181 -0.666
H 3.139 3.514 -1.324
H 0.914 2.484 -1.017
H 2.545 -0.970 0.513
```

Properties
HOMO-LUMO gap (alpha / beta): 0.2203 / 0.2185 Eh
total charge: +2
M: 791.768 g/mol
spin multiplicity: 1
E_LUMO (alpha / beta): -8.328 / -8.366 eV

Entry from OMol25: a 2-piece molecular cluster, C3H10N2 overall in a non-equilibrium geometry (wB97M-V/def2-TZVPD).

Geometry as XYZ:
```
15
C3H10N2 wB97M-V/def2-TZVPD
C -0.494 2.785 -2.580
N -0.538 1.571 -3.101
H -0.258 3.632 -3.184
H -1.051 3.013 -1.546
H -0.932 0.945 -2.432
C 1.062 -0.361 1.516
C 0.322 -1.396 0.756
N -0.503 -2.356 1.692
H 0.415 0.611 1.621
H 1.952 -0.045 0.981
H 1.546 -0.844 2.424
H 1.023 -2.089 0.187
H -0.374 -0.988 -0.043
H -1.302 -2.733 1.272
H -0.868 -1.746 2.437
```

Properties
relative energy (zero: lowest compared OMol25 entry of this formula, charge and spin): 201.6 kJ/mol
SMILES: C=N.CCN
HOMO-LUMO gap: 0.3757 Eh
total charge: 0
M: 74.127 g/mol
spin multiplicity: 1
E_LUMO: 0.830 eV

Entry from OMol25: C35H42MgN5O6Se2 as an isolated structure (wB97M-V/def2-TZVPD).

Geometry as XYZ:
```
91
C35H42MgN5O6Se2 wB97M-V/def2-TZVPD
Mg -0.779 -0.385 -1.005
C -4.368 2.952 4.212
C -3.442 2.084 3.408
C -2.364 1.446 3.947
C -1.454 0.668 3.176
C -0.479 -0.001 3.945
N 0.697 -0.494 3.642
C 1.563 -0.148 2.513
C 2.141 1.252 2.729
C 2.986 1.714 1.555
N 2.137 2.018 0.411
C 2.493 2.790 -0.579
C 1.789 2.906 -1.788
C 2.345 3.696 -2.825
C 1.847 3.673 -4.096
C 2.408 4.513 -5.208
C 0.798 2.763 -4.346
C 0.226 1.963 -3.384
C -0.730 0.959 -3.821
N -1.186 -0.011 -3.135
C -2.194 -0.831 -3.806
C -3.581 -0.430 -3.323
C -3.858 -0.769 -1.867
N -2.948 -0.151 -0.899
C -3.505 0.542 0.010
C -2.911 1.014 1.258
C -3.713 1.797 2.056
C -1.674 0.466 1.766
O -0.911 -0.246 1.053
C 0.646 2.079 -2.022
O 0.069 1.470 -1.059
H -3.969 3.131 5.209
H -5.350 2.488 4.322
H -4.515 3.920 3.732
H -2.169 1.549 5.010
H -0.737 -0.141 4.991
H 1.162 -0.969 4.402
H 0.993 -0.243 1.591
H 2.365 -0.884 2.491
H 2.761 1.256 3.628
H 1.329 1.966 2.891
H 3.709 0.942 1.272
H 3.542 2.614 1.819
H 1.252 1.519 0.252
H 3.431 3.328 -0.463
H 3.202 4.321 -2.592
H 3.241 5.121 -4.858
H 1.651 5.187 -5.613
H 2.767 3.891 -6.029
H 0.442 2.661 -5.367
H -1.047 1.064 -4.865
H -2.003 -1.883 -3.583
H -2.130 -0.705 -4.891
H -4.330 -0.948 -3.928
H -3.719 0.642 -3.487
H -3.759 -1.851 -1.729
H -4.894 -0.514 -1.623
H -4.580 0.741 -0.064
H -4.642 2.167 1.631
C -5.059 -3.329 2.363
Se -3.320 -2.529 2.016
C -2.442 -4.167 1.426
C -2.533 -4.430 -0.067
Se -1.305 -3.367 -1.150
C 0.336 -4.116 -0.431
H -4.981 -4.067 3.157
H -5.457 -3.784 1.459
H -5.724 -2.529 2.681
H -2.906 -4.981 1.985
H -1.405 -4.104 1.752
H -3.534 -4.225 -0.449
H -2.301 -5.472 -0.290
H 0.221 -5.195 -0.355
H 0.562 -3.672 0.534
H 1.128 -3.874 -1.132
O 2.033 -0.168 -2.517
C 2.044 -0.765 -1.447
O 1.023 -1.232 -0.820
C 3.366 -0.931 -0.723
C 3.526 -1.884 0.277
C 4.719 -1.976 0.978
C 5.729 -1.083 0.671
C 5.609 -0.138 -0.334
C 4.419 -0.078 -1.041
N 6.984 -1.139 1.450
O 7.063 -1.978 2.324
O 7.857 -0.348 1.162
H 2.703 -2.550 0.497
H 4.877 -2.714 1.751
H 6.438 0.521 -0.548
H 4.280 0.632 -1.846
```

Properties
relative energy (zero: lowest compared OMol25 entry of this formula, charge and spin): 31.1 kJ/mol
HOMO-LUMO gap: 0.2621 Eh
total charge: +1
M: 810.975 g/mol
spin multiplicity: 1
E_LUMO: -3.208 eV

Entry from OMol25: C15H17AuCl2N2O3 as an isolated structure (wB97M-V/def2-TZVPD).

Geometry as XYZ:
```
40
C15H17AuCl2N2O3 wB97M-V/def2-TZVPD
Au 0.105 0.875 -0.687
Cl 5.703 -1.680 3.368
C 4.425 -1.448 2.203
C 4.701 -1.644 0.839
C 3.719 -1.469 -0.092
Cl 4.083 -1.706 -1.770
C 2.374 -1.076 0.248
O 1.503 -0.921 -0.661
C 2.146 -0.900 1.651
C 0.837 -0.588 2.165
O -0.177 -0.388 1.511
C 3.173 -1.091 2.598
H 5.695 -1.933 0.524
H 0.769 -0.558 3.271
H 2.950 -0.957 3.650
C -5.581 -0.041 -0.869
C -4.187 -0.563 -0.785
C -3.693 -1.809 -0.483
C -2.287 -1.698 -0.552
N -1.948 -0.461 -0.880
N -3.109 0.211 -1.017
C -1.261 -2.756 -0.321
H -6.288 -0.853 -0.711
H -5.786 0.397 -1.847
H -5.767 0.720 -0.110
H -4.268 -2.688 -0.244
H -3.084 1.185 -1.259
H -1.743 -3.705 -0.089
H -0.607 -2.473 0.500
H -0.636 -2.887 -1.204
C 1.222 3.436 0.887
O 0.975 3.659 -0.515
C 0.490 2.700 -1.243
C 0.411 3.163 -2.662
H 0.339 3.742 1.445
H 2.070 4.062 1.147
H 1.441 2.385 1.064
H 0.308 4.245 -2.740
H -0.376 2.642 -3.201
H 1.360 2.871 -3.125
```

Properties
relative energy (zero: lowest compared OMol25 entry of this formula, charge and spin): 102.2 kJ/mol
HOMO-LUMO gap: 0.2718 Eh
total charge: 0
M: 541.185 g/mol
spin multiplicity: 1
E_LUMO: 0.067 eV

Entry from OMol25: H10LiO5 as an isolated structure in a non-equilibrium geometry (wB97M-V/def2-TZVPD).

Geometry as XYZ:
```
16
H10LiO5 wB97M-V/def2-TZVPD
Li -39.155 -15.681 42.260
O -39.405 -14.562 43.703
H -38.914 -14.965 44.501
H -40.021 -14.197 44.177
O -37.295 -16.834 42.875
H -36.281 -16.531 43.085
H -37.422 -17.628 43.548
O -39.221 -13.832 41.028
H -38.822 -12.874 41.011
H -39.964 -14.002 40.508
O -40.614 -16.532 41.681
H -41.295 -16.807 42.387
H -40.838 -17.066 41.052
O -37.974 -16.297 40.382
H -38.269 -16.643 39.598
H -37.070 -16.053 40.272
```

Properties
relative energy (zero: lowest compared OMol25 entry of this formula, charge and spin): 216.9 kJ/mol
HOMO-LUMO gap: 0.4192 Eh
total charge: +1
M: 97.016 g/mol
spin multiplicity: 1
E_LUMO: -3.350 eV

Entry from OMol25: C5H7N2 as an isolated structure in a non-equilibrium geometry (wB97M-V/def2-TZVPD).

Geometry as XYZ:
```
14
C5H7N2 wB97M-V/def2-TZVPD
C -0.324 -1.467 0.344
C -0.144 0.487 -0.006
C -1.197 -0.474 0.236
C -2.555 -0.208 -0.197
C 2.505 0.410 0.025
N 0.914 -1.447 0.620
N 1.160 -0.140 0.245
H -0.116 1.551 -0.288
H -2.678 0.876 -0.018
H -3.326 -0.677 0.484
H -2.719 -0.505 -1.244
H 2.900 -0.255 -0.749
H 2.436 1.440 -0.335
H 3.144 0.410 0.884
```

Properties
relative energy (zero: lowest compared OMol25 entry of this formula, charge and spin): 623.7 kJ/mol
HOMO-LUMO gap (alpha / beta): 0.2894 / 0.2893 Eh
total charge: +1
M: 95.125 g/mol
spin multiplicity: 1
E_LUMO (alpha / beta): -7.476 / -7.477 eV

Entry from OMol25: one molecule with the formula C3H4O2S in a non-equilibrium geometry (wB97M-V/def2-TZVPD).

Geometry as XYZ:
```
10
C3H4O2S wB97M-V/def2-TZVPD
O -1.677 -1.251 0.212
C -1.766 -0.175 -0.269
O -0.808 0.836 -0.270
C 0.498 0.391 0.508
C 1.434 -0.325 -0.369
S 2.996 -0.329 -0.059
H -2.693 0.302 -0.683
H 0.190 -0.027 1.427
H 0.945 1.347 0.750
H 0.881 -0.769 -1.247
```

Properties
relative energy (zero: lowest compared OMol25 entry of this formula, charge and spin): 144.4 kJ/mol
SMILES: O=COCC=S
HOMO-LUMO gap: 0.3191 Eh
total charge: 0
M: 104.130 g/mol
spin multiplicity: 1
E_LUMO: -0.610 eV